Molecular formula: C80H163N11O18
Method: DFT, ωB97M-V with the def2-TZVPD basis set

* multiplicity: 1
* HOMO: -14.027 eV
* max |F|: 18.67 eV/Å
* net charge: +6
* E: -5100.1962 Ha
* gap between HOMO and LUMO: 5.0 eV
* LUMO level: -9.00 eV

The geometry in XYZ format:
```
272
Properties=species:S:1:pos:R:3:forces:R:3:lowdin_charge:R:1
C 1.5716 1.9712 2.2025 -0.2 0.6 1.3 -0.061
C 2.6859 3.0454 2.3292 0.3 -0.3 0.8 -0.233
C 2.5375 4.1772 1.3659 -0.2 1.5 0.8 -0.106
N 3.4682 5.4367 1.4634 -0.4 -1.1 -0.2 -0.241
C 3.0724 6.3969 2.6068 -0.7 -0.8 -1.3 -0.087
C 3.7271 7.7685 2.4209 0.0 -0.5 0.6 -0.164
C 3.3456 8.3643 1.0531 1.7 1.1 -0.4 -0.169
C 3.7965 7.4366 -0.0716 0.4 0.4 -0.8 -0.186
C 3.2745 6.0473 0.1008 0.5 -0.3 -0.9 -0.158
C 4.9007 5.0345 1.5806 0.0 1.2 1.0 0.033
H 1.9843 1.0430 1.8011 -0.3 0.2 -0.2 0.071
H 0.7637 2.3771 1.6067 -0.2 -0.3 -0.4 0.052
H 1.0990 1.7472 3.2000 0.6 0.2 -0.9 0.089
H 3.6133 2.5190 2.2546 0.8 -0.1 -0.6 0.091
H 2.7379 3.4920 3.3004 -0.4 0.1 1.0 0.095
H 1.5856 4.6919 1.5725 -0.1 -0.7 -0.7 0.136
H 2.6764 3.8312 0.3671 -0.2 -0.1 -0.8 0.115
H 1.9766 6.5058 2.4381 0.6 -0.1 0.5 0.140
H 3.2842 5.8589 3.5557 -0.1 0.6 -0.6 0.140
H 3.2684 8.3673 3.2113 0.3 0.2 0.0 0.124
H 4.7991 7.6641 2.6541 -0.3 0.4 -0.4 0.121
H 2.2859 8.5501 1.1366 -0.5 0.2 -0.6 0.112
H 3.9068 9.3267 0.7886 -1.1 -1.0 1.1 0.148
H 3.5179 7.7422 -1.1392 0.2 -0.1 1.6 0.136
H 4.8981 7.4607 -0.0355 -0.2 -0.1 -0.2 0.120
H 2.2414 6.0863 -0.2136 -0.6 -0.4 0.6 0.143
H 3.7593 5.3277 -0.5681 0.0 0.2 -0.1 0.110
H 5.0394 4.7281 2.6158 0.2 -0.1 0.0 0.108
H 5.4678 5.9676 1.4194 0.1 -0.8 -0.1 0.107
H 5.1704 4.2283 0.9201 -0.1 -0.2 -0.6 0.097
C -10.6153 3.8689 2.8523 2.8 -2.9 -2.6 0.039
C -11.2538 4.2588 1.5317 -0.1 1.3 1.9 -0.206
C -12.7408 3.8915 1.6033 -1.9 -1.8 -2.5 -0.173
N -13.7459 4.5565 2.4599 0.2 3.1 2.1 -0.285
C -15.1189 3.8957 2.5572 0.3 -0.3 0.1 -0.098
C -16.0624 4.4085 3.7645 -1.8 0.9 -6.7 -0.179
C -15.5671 4.2162 5.1308 1.7 -0.9 1.1 -0.157
C -14.3085 5.1329 5.0246 0.9 0.9 -2.2 -0.138
C -13.3072 4.5807 3.9313 1.8 0.4 1.0 -0.120
C -13.9618 6.0202 1.9254 -0.3 -0.9 -0.5 0.058
H -7.7169 4.6738 2.9905 -1.6 -0.4 -0.2 -0.008
H -10.2794 2.8041 2.8198 -0.3 0.8 0.2 0.054
H -10.4659 4.2512 3.8134 -0.4 1.4 0.9 -0.014
H -10.8065 3.7671 0.6168 -0.5 0.5 1.3 0.149
H -11.1886 5.3528 1.4532 0.1 -0.2 -0.5 0.106
H -12.9371 2.8008 1.6990 0.6 0.5 0.3 0.148
H -13.1715 4.1015 0.6044 0.4 -0.2 0.1 0.136
H -14.8328 2.8527 2.7196 -0.5 -0.1 0.0 0.129
H -15.6282 3.9759 1.5632 0.5 0.1 0.9 0.145
H -17.0079 4.0445 3.0706 1.2 0.4 3.4 0.189
H -16.1072 5.5179 3.6099 -0.6 -0.9 -0.1 0.100
H -15.2025 3.1769 5.2172 -0.4 0.3 0.6 0.125
H -16.2766 4.4917 5.9183 0.2 -0.1 -0.2 0.135
H -13.5340 5.5885 5.6598 -1.0 -1.3 1.6 0.128
H -14.7024 6.0923 4.6454 0.2 -0.2 0.0 0.101
H -12.9281 3.5229 4.1784 -0.8 1.4 -0.3 0.161
H -12.3839 5.2618 4.0524 -1.4 -1.1 -0.8 0.140
H -14.7349 6.4784 2.5640 0.4 -0.2 -0.6 0.089
H -14.3307 5.8585 0.8599 0.4 0.5 1.5 0.131
H -13.0426 6.6533 1.9458 -0.6 -0.9 0.1 0.117
C -1.2844 -2.7343 -2.0178 -0.2 0.8 1.6 -0.064
C -0.6701 -1.4701 -2.6997 -0.2 -1.6 0.3 -0.204
C -1.8124 -0.5280 -2.8677 -1.0 1.9 -0.7 -0.096
N -1.5774 0.9390 -3.4467 -0.7 -2.6 0.3 -0.237
C -2.8968 1.6925 -3.5059 -0.7 -1.9 0.1 -0.119
C -3.4381 2.0225 -2.1808 0.4 0.1 2.2 -0.149
C -2.3638 2.6834 -1.2367 -0.5 -0.9 -0.7 -0.135
C -1.0517 1.8946 -1.2644 0.3 0.6 0.4 -0.161
C -0.5714 1.6737 -2.6610 -0.1 0.6 0.1 -0.127
C -1.1142 0.9087 -4.8172 -0.8 0.3 -2.0 -0.010
H -0.6193 -3.5178 -1.6627 0.7 0.1 -0.7 0.076
H -2.0440 -3.2027 -2.6221 -0.4 -0.1 -0.2 0.070
H -1.7203 -2.4321 -1.0224 -0.1 0.0 -1.1 0.071
H -0.2757 -1.7271 -3.6528 0.3 -0.4 -1.0 0.094
H 0.1948 -1.2053 -2.1345 0.3 1.0 0.7 0.105
H -2.2900 -0.3112 -1.9238 -0.1 -0.3 0.2 0.093
H -2.5725 -0.9850 -3.5397 0.5 0.5 0.4 0.141
H -3.6818 1.1678 -4.1311 1.3 0.3 0.5 0.161
H -2.6310 2.5737 -3.9535 0.6 2.3 -1.7 0.111
H -3.6435 1.0752 -1.6878 -0.9 0.2 0.1 0.074
H -4.3234 2.6842 -2.3313 0.5 -0.7 0.4 0.151
H -2.6834 2.6434 -0.1989 -0.5 0.5 0.0 0.111
H -2.2549 3.6858 -1.6153 0.4 0.6 0.3 0.114
H -1.1465 0.9811 -0.6691 0.0 -0.1 -0.2 0.117
H -0.2404 2.4474 -0.7849 -0.2 0.2 0.2 0.112
H 0.4006 1.2126 -2.7169 0.2 -0.6 -0.1 0.137
H -0.4260 2.6073 -3.2008 0.0 0.4 0.1 0.119
H -1.9544 0.6017 -5.4586 0.1 -0.1 0.2 0.115
H -0.3357 0.1740 -4.9905 0.5 0.4 0.3 0.108
H -0.9143 1.9674 -5.1089 0.6 -0.9 -0.1 0.089
C 3.7760 -10.7358 7.2679 0.5 -2.9 -1.2 -0.045
C 3.8187 -12.3210 7.0367 -2.4 1.6 -0.1 -0.243
C 5.1719 -12.8164 6.7490 1.9 0.0 0.6 -0.179
N 5.2797 -14.3264 6.7070 0.0 -0.6 0.1 -0.258
C 4.1292 -14.9684 6.0543 -1.1 -0.9 1.0 -0.156
C 4.0209 -16.4996 6.2068 -4.5 2.2 -5.4 -0.246
C 3.5545 -17.2705 7.2393 3.4 2.0 7.1 0.025
C 5.2733 -16.2168 8.5267 -2.4 -1.8 -0.2 -0.049
C 5.1091 -14.7325 8.2078 2.5 -1.9 -0.1 -0.158
C 6.6172 -14.7836 5.9995 -1.4 2.4 2.3 0.097
H 4.3119 -10.2959 6.4384 -0.3 0.5 -0.4 0.065
H 4.3791 -10.5591 8.1141 0.1 0.7 1.4 0.058
H 2.7242 -10.4946 7.3218 0.1 0.6 0.2 0.079
H 3.1660 -12.4712 6.1184 0.5 -0.2 1.3 0.134
H 3.3828 -12.8069 7.9523 0.1 0.6 -1.2 0.119
H 5.8881 -12.5635 7.5725 -0.5 0.1 -0.7 0.152
H 5.5330 -12.3279 5.8426 0.2 -0.5 -0.2 0.140
H 3.1843 -14.5526 6.4184 0.5 0.2 0.4 0.123
H 4.0841 -14.7720 5.0105 0.5 0.3 -0.9 0.132
H 2.7775 -16.5068 6.0880 1.8 0.4 -2.1 0.191
H 4.3384 -16.9271 5.2725 0.6 -0.9 0.1 0.125
H 2.9393 -16.7335 7.9694 -0.2 -0.8 -0.4 0.100
H 3.6579 -18.3081 7.3211 0.0 -1.4 -0.1 0.090
H 5.0467 -16.4360 9.5964 0.3 0.4 -0.9 0.083
H 6.2163 -16.6762 8.2113 -0.2 0.3 0.1 0.062
H 4.2094 -14.2217 8.5037 0.0 -0.4 0.5 0.102
H 6.0246 -14.4454 8.7403 -0.4 1.4 -0.2 0.130
H 6.5334 -14.3970 4.9786 0.2 -0.3 0.3 0.109
H 6.6510 -15.8522 6.0892 0.4 -0.3 0.0 0.089
H 7.3411 -14.1923 6.6353 -0.1 -1.2 -1.1 0.131
C 3.2807 -4.7953 11.5701 -0.3 0.4 -1.0 -0.075
C 3.5684 -3.2880 11.4583 0.1 0.3 0.1 -0.214
C 4.1655 -2.8026 10.1216 0.2 -0.1 1.5 -0.095
N 4.2976 -1.2748 10.0925 -1.4 -1.5 -1.3 -0.275
C 2.9836 -0.6089 10.3935 -0.1 0.8 1.8 -0.131
C 1.9334 -0.8461 9.3827 -0.7 -0.7 -1.3 -0.176
C 2.4001 -0.3912 8.0166 0.5 -0.7 -1.9 -0.164
C 3.7458 -1.1021 7.5946 -1.5 -1.4 0.8 -0.135
C 4.7882 -0.9052 8.7018 -0.6 0.2 -0.5 -0.104
C 5.2851 -0.7763 11.0061 1.2 0.0 1.1 -0.003
H 4.1323 -5.4316 11.4026 0.6 -0.1 0.1 0.069
H 2.5471 -5.1294 10.8147 0.1 0.4 0.3 0.085
H 2.8779 -5.0124 12.5423 -0.2 -0.1 0.4 0.076
H 4.1428 -2.8967 12.3358 0.1 -0.6 -0.8 0.131
H 2.6443 -2.7550 11.5660 -0.8 -0.1 0.1 0.082
H 3.6096 -3.0774 9.2373 -0.4 -0.2 0.1 0.113
H 5.1559 -3.2496 10.0353 0.2 0.4 -0.3 0.139
H 2.6539 -0.8436 11.4200 0.3 -0.7 -0.5 0.140
H 3.1473 0.4566 10.5825 0.5 0.1 -0.9 0.154
H 1.6216 -1.8878 9.3254 0.2 -0.3 0.2 0.122
H 1.0151 -0.3388 9.6262 -0.2 0.5 0.4 0.129
H 1.6702 -0.5513 7.1633 0.5 0.0 1.3 0.134
H 2.5742 0.6792 8.0549 0.2 0.3 0.0 0.112
H 3.5586 -2.1977 7.3186 0.1 1.2 0.8 0.130
H 4.0435 -0.7322 6.6373 0.7 0.7 -0.3 0.100
H 5.7119 -1.4512 8.5655 0.2 -0.2 -0.1 0.138
H 5.0132 0.1458 8.7815 0.2 0.5 -0.2 0.083
H 5.4005 0.2619 10.7175 0.8 0.1 0.1 0.102
H 6.1709 -1.4370 10.9201 -0.2 0.9 0.1 0.138
H 4.9442 -0.7752 12.0376 -0.2 -0.3 0.0 0.116
C 5.6519 1.7779 -7.5087 1.0 0.9 0.2 -0.096
C 6.3436 2.8950 -6.6426 -0.4 0.1 -0.4 -0.202
C 5.1816 3.4786 -5.7413 1.9 0.9 -1.0 -0.089
N 5.3700 4.7979 -4.9534 1.5 -1.5 0.4 -0.235
C 5.6972 5.9293 -5.8712 -0.1 -0.1 -0.9 -0.124
C 5.5742 7.3035 -5.2469 -1.2 0.9 0.6 -0.133
C 4.2082 7.5096 -4.4905 0.7 -1.9 -0.6 -0.148
C 4.0610 6.3521 -3.4859 0.7 0.2 -1.2 -0.171
C 4.0616 5.0444 -4.2668 -1.1 -0.4 0.0 -0.131
C 6.4834 4.5911 -3.8930 -2.8 0.7 1.0 0.061
H 4.9449 2.3292 -8.1118 -0.6 -0.2 -0.2 0.064
H 5.1554 0.9691 -6.9450 0.4 0.4 -0.2 0.069
H 6.4224 1.4323 -8.2168 -0.4 -0.4 0.4 0.077
H 6.7127 3.6265 -7.3991 -0.3 -0.2 0.7 0.108
H 7.2518 2.4796 -6.1489 -0.9 0.4 0.2 0.110
H 5.0055 2.7414 -4.9937 -0.8 -0.5 0.5 0.125
H 4.3658 3.7033 -6.4326 -0.3 -0.4 0.5 0.129
H 4.9478 5.8182 -6.6439 -0.2 0.2 -0.5 0.135
H 6.6821 5.7659 -6.3472 -0.4 0.0 0.5 0.144
H 5.6895 8.1191 -5.9951 0.1 -0.8 0.3 0.136
H 6.3514 7.4179 -4.5052 0.4 0.3 0.2 0.099
H 3.3669 7.4115 -5.1535 -0.3 0.2 -0.7 0.110
H 4.1310 8.4539 -4.0175 0.2 1.0 0.4 0.098
H 3.0867 6.3470 -3.0400 -0.4 0.3 0.8 0.111
H 4.9025 6.4892 -2.8058 -0.3 -0.6 0.6 0.109
H 3.2417 5.1466 -5.0374 1.0 -0.3 0.6 0.122
H 3.8272 4.1336 -3.6616 0.3 0.9 -0.4 0.128
H 7.2551 3.9760 -4.2024 1.3 -1.3 -1.2 0.071
H 6.0211 4.1697 -2.9600 0.3 0.3 -1.0 0.091
H 6.8777 5.5578 -3.6940 0.4 0.7 0.3 0.079
C 8.5211 -3.9401 -8.7000 0.7 0.8 0.9 0.022
C 8.4817 -4.5849 -10.0413 -2.5 1.5 -1.9 -0.391
O 7.8249 -4.2079 -10.9931 1.6 -0.9 2.2 0.169
N 9.2831 -5.8311 -10.2681 1.8 1.1 -1.0 0.072
H 10.1221 -5.4411 -10.7314 -0.1 -0.4 -0.2 0.208
H 9.6471 -6.1888 -9.4073 0.0 -0.6 0.8 0.168
C 8.5604 -6.8297 -11.1020 0.2 -0.3 0.6 0.046
H 8.5378 -2.8164 -8.8913 -0.4 -1.5 0.5 0.135
H 9.4068 -4.1942 -8.0633 -0.5 0.1 -0.8 0.104
H 7.6430 -4.2769 -8.0893 0.5 0.5 -0.7 0.124
H 9.1921 -7.6915 -11.3888 -0.4 0.5 0.5 0.134
H 8.1823 -6.3090 -11.9509 -0.1 0.2 -0.7 0.096
H 7.7466 -6.9974 -10.4166 -0.6 -1.2 -0.4 0.112
C 6.9618 2.0923 6.9847 0.6 -0.6 -2.0 -0.020
C 6.6130 2.6301 8.3082 -0.4 0.0 1.3 -0.571
O 5.6168 2.1331 8.8442 0.2 0.3 0.7 -0.022
N 7.4457 3.5060 8.9244 0.0 -0.3 -0.9 0.007
H 8.1798 3.9047 8.3673 0.1 -0.2 -0.2 0.131
H 4.0616 0.7907 0.0270 0.4 1.4 -1.3 0.075
C 7.6341 3.5942 10.3750 0.5 -1.9 -1.5 -0.030
H 6.0090 2.0440 6.3228 1.9 -0.1 1.1 0.116
H 7.3893 1.0684 7.2257 -0.8 0.9 -0.5 0.109
H 7.8264 2.5979 6.4815 -1.0 -0.2 0.2 0.089
H 6.6271 3.5105 10.7555 0.2 0.2 1.0 0.084
H 8.2047 4.4672 10.5375 -0.1 1.3 0.7 0.074
H 8.3616 2.7740 10.6291 -1.2 0.4 0.4 0.109
C -2.6775 -2.9790 1.6083 -3.6 -0.1 0.3 0.015
C -3.9694 -2.1950 1.1611 -1.0 -2.5 3.5 -0.552
O -4.0247 -1.2677 0.4302 1.0 2.4 -2.6 0.048
N -5.1595 -2.6812 1.6752 -0.4 -1.3 1.5 -0.008
H -4.9416 -0.4132 -1.5772 0.3 -1.7 -2.5 0.175
H -5.2280 -3.0859 2.6471 0.7 0.4 -1.9 0.158
C -6.4305 -2.0949 1.2692 1.1 2.8 -0.7 -0.088
H -1.9185 -2.2459 1.6867 1.3 0.1 -0.4 0.060
H -2.7417 -3.7544 0.8452 1.3 0.0 -0.1 0.084
H -2.8737 -3.5035 2.5744 0.3 0.6 -0.7 0.085
H -6.3516 -1.0002 1.5006 -0.3 -0.5 0.0 0.090
H -7.2492 -2.4549 1.8398 -0.6 -0.8 0.3 0.070
H -6.6250 -2.0634 0.1792 0.3 -0.8 0.7 0.072
C -10.7421 2.8313 -13.5453 -1.1 -2.0 -1.3 0.007
N -9.5108 3.0770 -12.8366 1.0 -0.4 0.6 -0.079
C -9.6029 3.3469 -11.5002 1.4 -0.6 -1.8 0.020
C -8.4935 3.3025 -10.7407 2.1 -0.5 -0.5 0.072
C -7.1847 3.0093 -11.2989 -2.2 0.5 0.0 -0.087
C -7.1297 2.8006 -12.6725 -1.0 0.1 0.1 0.051
C -8.3102 2.7958 -13.3994 -0.9 0.4 0.3 0.038
C -6.0159 2.9813 -10.4282 0.0 0.2 0.6 -0.135
C -5.0180 2.0179 -10.6134 0.2 1.4 0.0 0.047
C -3.8696 2.1872 -9.8760 -0.1 -0.3 0.2 -0.001
N -3.7219 3.1879 -8.9964 -0.7 0.2 -0.6 -0.076
C -4.7529 4.0294 -8.7270 1.4 -1.4 -0.4 0.004
C -5.9269 3.9436 -9.4061 -0.8 0.0 -1.1 0.037
C -2.4772 3.3843 -8.2499 1.3 -1.6 -0.6 0.008
H -11.4127 3.6456 -13.5926 -0.4 1.3 0.5 0.097
H -11.3060 1.9594 -13.1154 0.8 0.8 -0.2 0.138
H -10.5720 2.5863 -14.6011 0.4 0.0 0.4 0.112
H -10.5590 3.4808 -11.1177 -1.5 0.3 0.6 0.136
H -8.6179 3.3827 -9.6943 0.1 0.3 1.0 0.125
H -6.2462 2.6528 -13.2484 0.7 -0.2 0.0 0.130
H -8.3507 2.5591 -14.4539 0.1 0.1 0.0 0.151
H -5.0415 1.3233 -11.4381 -0.1 -0.3 0.2 0.129
H -3.0681 1.4874 -9.9761 0.6 0.0 0.0 0.140
H -4.4952 4.7378 -8.0058 -0.1 1.1 1.0 0.143
H -6.7258 4.6866 -9.2524 0.6 -0.6 0.1 0.150
H -1.6304 2.8113 -8.7355 -1.1 0.8 0.4 0.126
H -2.5503 3.0081 -7.2424 -0.4 0.0 0.3 0.076
H -2.2460 4.4214 -8.2327 0.2 0.8 0.0 0.093
O 4.1153 -1.1377 -5.3485 -4.0 5.5 -2.7 -0.018
C 5.2775 -9.0281 2.3358 -8.1 15.3 -7.0 -0.420
O 5.6174 -9.8990 2.8414 4.9 -10.9 5.7 0.310
O 4.6973 -8.0121 1.9180 3.1 -4.4 1.3 0.107
H 4.4614 -1.7854 -4.8766 2.3 -4.6 3.6 -0.060
O -6.5862 1.4528 -5.7349 -1.1 -0.5 0.4 0.052
C -6.0912 2.3794 -6.6191 -0.6 1.0 -0.8 -0.771
O -4.8677 2.3748 -6.8508 0.6 -0.5 0.3 -0.036
O -6.9245 3.1976 -7.0994 0.4 -1.0 0.7 -0.038
H -6.2008 0.5629 -5.7438 0.5 0.7 -0.3 0.099
O 1.4121 4.9590 -6.4287 -0.1 0.5 -1.5 0.024
C 0.6322 4.1475 -5.6460 0.6 0.2 1.6 -0.824
O -0.2536 3.5514 -6.2751 -1.1 -0.7 -0.2 -0.053
O 0.9385 4.1365 -4.4364 -0.4 -0.3 -0.4 -0.026
H 0.9257 4.8775 -7.2827 0.8 0.3 0.6 0.111
O 4.8421 3.4707 -1.5646 -0.8 -1.3 0.2 -0.067
C 4.2425 2.3671 -1.5026 1.1 -0.1 3.2 -0.731
O 4.5247 1.6495 -0.1632 0.3 0.5 0.5 -0.102
O 3.4635 1.7310 -2.1425 -1.2 -0.4 -2.2 0.029
H 3.3391 -0.7493 -4.8412 1.7 -0.8 -0.8 0.083
O -5.1046 -2.3205 -4.0108 -0.9 0.2 2.1 0.088
C -5.2867 -2.0601 -2.6285 2.9 -0.7 -1.1 -0.579
O -4.8334 -0.8147 -2.5451 -1.4 2.2 3.3 0.061
O -5.4246 -2.8653 -1.7420 -0.8 0.8 -1.3 0.124
H -4.8754 -3.2429 -4.0113 -0.2 -1.1 -0.4 0.100
```
Positions in Å, forces in eV/Å.